<1>
20
Properties=species:S:1:pos:R:3 method="wB97M-V/def2-TZVPD" mol_weight_g_mol=127.17 charge=+1 homo_energy_ev=-12.9
C -2.45607 -0.50755 -0.13312
C 1.10695 0.79343 -0.28182
C -4.61573 0.67160 0.21473
C 1.83201 -1.42219 0.46848
C 3.53655 0.51740 0.02050
N -3.44931 0.28821 0.39219
N -1.37830 -0.09925 -0.64954
N 0.23227 1.32969 -0.81387
N 2.15991 0.04988 0.05273
H -2.49120 -1.52557 0.28145
H -5.21726 0.75464 -0.63615
H -4.97067 1.15927 1.07037
H 2.61734 -2.01111 0.08124
H 1.90600 -1.24889 1.51674
H 0.80805 -1.58626 0.02307
H 3.63721 1.51184 0.36211
H 4.19241 0.01619 0.76430
H 4.00630 0.43188 -0.94036
H -0.75793 -0.84909 -0.81001
H -0.69852 1.72586 -0.98306



<2>
20
Properties=species:S:1:pos:R:3 method="wB97M-V/def2-TZVPD" mol_weight_g_mol=127.17 charge=+1 homo_energy_ev="-11.8 / -11.8"
C 0.79684 1.03294 -1.36976
C 1.90426 0.56255 -0.86017
C 1.10466 0.05581 1.38972
C -0.96487 0.43830 0.14064
C -1.25825 -0.93412 -0.46061
N 1.98891 -0.02113 0.41958
N -0.15694 0.46673 1.28454
N -1.98443 1.33867 0.13384
N -0.19080 -1.86881 -0.16808
H 0.60772 1.60653 -2.24659
H 2.86754 0.54907 -1.36502
H 1.45534 -0.15171 2.39383
H -2.22661 -1.25244 -0.03752
H -1.39291 -0.81870 -1.53766
H 2.89826 -0.39088 0.66583
H -0.62153 0.74437 2.14529
H -2.61923 1.30194 -0.64737
H -1.82655 2.26096 0.50572
H -0.43229 -2.49519 0.58932
H 0.05090 -2.42487 -0.97551



Stability comparison, relative energies in eV: <1> 1.940; <2> 0.000



<1>
9
Properties=species:S:1:pos:R:3 method="wB97M-V/def2-TZVPD" mol_weight_g_mol=160.99 homo_energy_ev=-9.2
C 0.01111 0.13705 0.32963
C -0.32982 0.03155 -0.94678
P -3.22020 1.16955 -2.74391
S -3.96555 -0.46248 -2.00845
Cl -3.53928 2.72046 -1.43547
Cl -0.54364 1.36248 -2.05421
H -0.00138 -0.80233 0.89482
H 0.01306 1.00977 0.94057
H -0.57697 -0.98186 -1.41915



<2>
9
Properties=species:S:1:pos:R:3 method="wB97M-V/def2-TZVPD" mol_weight_g_mol=160.99 homo_energy_ev=-9.5
C -0.65423 1.14427 -1.06642
C 0.00795 0.05497 -0.90621
P 0.33012 -0.72441 1.06500
S 0.05778 0.56556 2.47603
Cl -0.57593 -2.56659 1.56574
Cl 2.28170 -1.30733 0.70478
H -0.87164 1.77400 -1.99818
H -1.29076 1.38949 -0.23541
H 0.71501 -0.32996 -1.60534



Stability comparison, relative energies in eV: <1> 0.402; <2> 0.000



<1>
5
Properties=species:S:1:pos:R:3 method="wB97M-V/def2-TZVPD" mol_weight_g_mol=78.16 homo_energy_ev="-8.7 / -8.3"
C -0.04872 0.49616 -0.57117
S -1.16580 1.08335 0.56051
S 1.26280 -0.41198 -0.45776
H -0.03807 0.91717 -1.60379
H -0.01021 -2.08470 2.07221



<2>
5
Properties=species:S:1:pos:R:3 method="wB97M-V/def2-TZVPD" mol_weight_g_mol=78.16 homo_energy_ev=-9.4
C -0.72347 1.47084 0.41591
S -1.48473 1.52053 -0.90248
S 0.83553 -1.33648 0.53553
H 0.22896 -0.05319 0.69726
H 1.14371 -1.60169 -0.74622



<3>
5
Properties=species:S:1:pos:R:3 method="wB97M-V/def2-TZVPD" mol_weight_g_mol=78.16 homo_energy_ev=-9.0
S -2.31989 0.24252 0.22927
C -0.80103 0.39199 0.58357
S 0.64597 -0.17849 -0.32381
H -0.50301 0.75650 1.51077
H 0.55146 -0.16678 -1.78242



Stability comparison, relative energies in eV: <1> 4.918; <2> 1.489; <3> 0.000